# C16H41AsN6O9P3SeV

A structure of composition C16H41AsN6O9P3SeV (ωB97M-V/def2-TZVPD, the Open Molecules 2025 dataset).

Output
- multiplicity = 3
- total charge = +2
- LUMO level (alpha / beta) (hartree) = -0.17986 / -0.15274
- frontier orbital gap (alpha / beta) (eV) = 8.29 / 9.12
- HOMO energy (alpha / beta) (eV) = -13.18 / -13.27
- relative energy (zero: lowest compared OMol25 entry of this formula, charge and spin) (kcal per mole) = 36.10
- DFT total energy (Ha) = -8245.13530

Each line ends with the Mulliken charge.
Atoms and positions in Å:
V (0.34163, 0.18997, -0.05556)  1.231
C (3.86881, 1.34530, -2.55228)  -1.514
C (2.48197, 0.93487, -3.01611)  1.389
O (2.32751, 0.80740, -4.41248)  -0.608
P (1.91230, -0.69131, -2.37575)  -0.173
O (0.61734, -1.01339, -3.02871)  -0.366
O (3.02691, -1.77497, -2.69051)  -0.606
O (1.88584, -0.55282, -0.85529)  0.047
P (1.18496, 2.05097, -2.33507)  0.050
O (1.30335, 3.40545, -3.16172)  -0.508
O (-0.19789, 1.50005, -2.83195)  -0.444
O (1.23695, 2.26913, -0.86180)  -0.522
H (4.58884, 0.55256, -2.75093)  0.339
H (3.85160, 1.55188, -1.48160)  0.278
H (4.19142, 2.24701, -3.07572)  0.454
H (2.57484, 1.62453, -4.86398)  0.426
H (-0.13987, 0.51647, -3.02583)  0.203
H (2.94723, -2.11412, -3.59691)  0.396
H (1.77976, 4.11641, -2.70907)  0.443
C (3.11514, -2.77395, 0.99801)  -0.402
N (2.36477, -2.61496, 2.22917)  0.462
C (2.88150, -2.88490, 3.47115)  -0.461
C (1.87383, -2.74961, 4.36208)  -0.492
N (0.75530, -2.39296, 3.65448)  0.351
C (-0.56939, -2.22168, 4.22475)  -0.578
C (1.06050, -2.29645, 2.34518)  -0.652
Se (-0.21411, -1.85686, 0.99099)  -0.477
H (4.17268, -2.62333, 1.19987)  0.305
H (2.78190, -2.05587, 0.26183)  -0.208
H (2.96805, -3.77771, 0.59878)  0.315
H (3.90962, -3.16025, 3.62315)  0.513
H (1.86581, -2.89559, 5.42732)  0.495
H (-0.48112, -2.16554, 5.30630)  0.291
H (-1.19427, -3.07536, 3.96155)  0.316
H (-1.03943, -1.31818, 3.83872)  0.176
N (2.08522, 1.15593, 3.57723)  0.022
C (3.24789, 1.12850, 2.85211)  -0.941
C (2.88328, 0.82607, 1.57701)  -0.556
N (1.51919, 0.67294, 1.52360)  0.875
C (1.06579, 0.87723, 2.74639)  -0.971
H (2.00528, 1.38219, 4.55474)  0.253
H (4.21097, 1.32064, 3.28900)  0.427
H (3.50300, 0.69930, 0.70833)  0.373
H (0.03192, 0.80201, 3.03736)  0.634
C (-2.24032, -1.03465, -3.87431)  -1.167
P (-2.05518, -1.57811, -2.15454)  1.151
C (-1.28730, -3.21639, -2.08198)  -1.087
C (-3.76196, -1.89597, -1.61407)  -1.134
O (-1.45199, -0.53004, -1.23251)  -0.428
H (-3.03484, -1.61689, -4.34118)  0.509
H (-1.31661, -1.17212, -4.42765)  0.267
H (-2.52030, 0.01948, -3.88462)  0.257
H (-1.61117, -3.79622, -2.94715)  0.463
H (-1.60704, -3.71644, -1.16877)  0.388
H (-0.20761, -3.12748, -2.08748)  0.173
H (-4.16035, -2.75697, -2.15079)  0.461
H (-4.40376, -1.03838, -1.81493)  0.408
H (-3.76082, -2.10537, -0.54449)  0.241
N (-2.56801, 0.32197, 3.15754)  -0.526
N (-2.91761, -0.49998, 2.04308)  -0.215
H (-3.37497, 0.57115, 3.72373)  0.296
H (-2.17759, 1.17509, 2.77852)  -0.147
H (-3.69571, -0.12175, 1.50991)  0.171
H (-3.19959, -1.40476, 2.39732)  0.300
C (-3.56160, 1.81635, -0.81303)  -0.803
As (-1.92342, 2.52673, -0.05666)  0.552
C (-1.33476, 3.94556, -1.23730)  -1.333
C (-2.47791, 3.61707, 1.45666)  -1.297
O (-0.90277, 1.38715, 0.63032)  0.602
H (-3.99467, 2.58263, -1.45432)  0.575
H (-4.25637, 1.57827, -0.00959)  0.406
H (-3.32748, 0.92456, -1.38182)  -0.263
H (-2.13800, 4.68176, -1.21150)  0.602
H (-1.18466, 3.59528, -2.25080)  0.324
H (-0.42025, 4.38146, -0.84459)  0.372
H (-3.09889, 4.43568, 1.09520)  0.461
H (-1.57829, 4.03177, 1.91247)  0.418
H (-3.03505, 3.05254, 2.20145)  0.419

Cartesian forces, eV/Å:
-0.926 0.064 -0.060
-0.031 -0.004 0.115
-0.510 -0.233 0.270
0.062 0.073 -0.119
0.647 -0.690 -0.618
-0.072 0.160 -0.216
-0.004 0.151 -0.078
1.149 0.042 -0.791
0.268 0.956 -0.807
0.120 0.015 0.108
0.063 -0.199 -0.173
-0.076 -0.735 -0.089
-0.007 0.011 -0.050
0.098 0.018 -0.010
-0.005 0.015 0.012
0.059 0.047 0.052
-0.005 0.080 -0.068
0.093 -0.008 0.149
-0.032 -0.085 -0.047
0.096 -0.158 -0.384
-0.275 0.171 0.158
-0.032 -0.066 0.246
0.242 -0.131 0.082
0.114 0.082 -0.315
-0.337 -0.020 -0.017
-0.030 0.094 -0.192
-0.128 -1.644 0.916
-0.028 0.014 0.081
-0.043 0.078 0.026
0.003 -0.006 0.071
0.015 -0.006 -0.057
-0.055 0.016 0.009
0.042 0.016 -0.011
0.039 -0.012 0.045
0.060 0.035 0.051
-0.156 -0.013 -0.027
0.178 -0.030 -0.195
0.183 0.006 0.150
0.418 0.208 0.755
0.096 0.044 -0.078
-0.031 -0.026 0.010
-0.005 0.032 0.024
-0.020 0.015 -0.015
-0.029 0.035 0.087
0.138 -0.192 0.311
-0.547 -0.409 0.131
-0.136 0.338 -0.130
0.302 0.078 -0.133
0.628 0.214 0.096
-0.004 0.002 -0.011
0.053 0.020 -0.027
-0.029 0.004 0.009
-0.020 -0.024 0.003
-0.023 0.008 -0.005
0.069 0.018 -0.048
-0.031 -0.021 0.012
0.005 0.005 -0.001
0.018 -0.021 0.004
-0.051 0.077 -0.005
-0.327 0.060 -0.099
-0.005 0.041 -0.016
0.100 -0.052 0.018
-0.153 -0.040 0.194
0.057 -0.030 -0.012
0.365 -0.028 0.082
-1.500 1.324 0.478
0.269 -0.378 0.043
0.174 -0.194 -0.217
-0.532 0.890 0.380
0.020 0.028 0.022
0.042 0.018 0.019
0.032 0.033 -0.020
-0.046 -0.073 0.049
-0.040 -0.001 -0.060
-0.005 -0.003 0.035
-0.017 -0.028 -0.019
-0.018 -0.016 -0.006
0.000 -0.061 -0.083